Record 1
{"formula": "C3H10N3", "method": "ωB97M-V/def2-TZVPD", "symbols": ["N", "C", "N", "C", "C", "N", "H", "H", "H", "H", "H", "H", "H", "H", "H", "H"], "positions_angstrom": [[1.88065, -0.60633, -0.32990], [0.91557, -0.01459, 0.50154], [0.78368, 1.47143, 0.18150], [-0.48862, -0.67231, 0.14950], [-1.81799, -0.14868, 0.50678], [-1.29194, 0.17164, -0.81502], [1.68855, -0.70065, -1.32420], [2.25067, -1.48226, 0.05044], [1.12780, -0.06775, 1.62432], [1.48705, 1.86848, 0.73458], [1.15621, 1.47088, -0.77115], [-0.57932, -1.77302, -0.00653], [-2.53746, -0.92395, 0.65260], [-2.02048, 0.68603, 1.06876], [-1.85680, -0.32002, -1.50730], [-0.69758, 1.04109, -0.71592]], "nbo_charge": [-0.86, 0.09, -0.85, -0.07, -0.23, -0.57, 0.38, 0.40, 0.24, 0.41, 0.37, 0.25, 0.25, 0.24, 0.46, 0.49], "de_lowest_kj_mol": 307.5, "total_charge": 1, "smiles": "NC(N)[C@H]1C[NH2+]1", "spin_multiplicity": 1, "total_energy_ev": -7735.078, "orbital_gap_ha": 0.394}

***

Record 2
{"formula": "C38H49F10N10PTb", "method": "ωB97M-V/def2-TZVPD", "symbols": ["Tb", "C", "N", "C", "C", "N", "C", "C", "F", "C", "F", "C", "F", "C", "F", "C", "F", "C", "C", "N", "C", "C", "F", "C", "F", "C", "F", "C", "F", "C", "F", "H", "H", "H", "H", "H", "H", "H", "H", "H", "H", "H", "C", "C", "C", "C", "C", "C", "C", "C", "C", "C", "H", "H", "H", "H", "H", "H", "H", "H", "H", "H", "H", "H", "H", "H", "H", "C", "N", "C", "N", "C", "N", "C", "P", "C", "C", "H", "H", "H", "H", "H", "H", "H", "H", "H", "H", "H", "H", "H", "C", "C", "C", "C", "N", "C", "N", "N", "N", "H", "H", "H", "H", "H", "H", "H", "H", "H", "H"], "positions_angstrom": [[-1.01071, 0.28546, 0.67858], [-0.68800, 2.98588, -2.23979], [-1.57747, 2.55460, -1.16542], [-2.85444, 2.17300, -1.78993], [-3.84842, 1.54565, -0.83875], [-3.28694, 0.35164, -0.21862], [-4.16244, -0.49418, 0.36566], [-3.67099, -1.72154, 0.84137], [-2.30119, -1.89841, 0.70962], [-4.40215, -2.73640, 1.40874], [-3.79120, -3.86466, 1.77567], [-5.76355, -2.57276, 1.56752], [-6.52243, -3.53424, 2.09198], [-6.31876, -1.36960, 1.15580], [-7.62149, -1.17372, 1.32483], [-5.55788, -0.36684, 0.58519], [-6.20855, 0.77058, 0.27907], [-1.74695, 3.68229, -0.23324], [-0.72595, 3.63099, 0.89997], [-0.99736, 2.44540, 1.70085], [-1.49674, 2.61398, 2.94982], [-1.22818, 3.63116, 3.88837], [-0.34905, 4.60591, 3.58696], [-1.75050, 3.63245, 5.16736], [-1.41405, 4.60741, 6.00504], [-2.59331, 2.62291, 5.60543], [-3.10402, 2.63835, 6.83356], [-2.88248, 1.59142, 4.73019], [-3.67439, 0.58917, 5.09633], [-2.34221, 1.61907, 3.46671], [-2.60141, 0.55912, 2.62287], [-1.12593, 3.81376, -2.81328], [0.25549, 3.33749, -1.81805], [-0.50268, 2.15645, -2.92329], [-3.32220, 3.05057, -2.26015], [-2.62579, 1.45017, -2.57682], [-4.17816, 2.26971, -0.08625], [-4.72594, 1.29910, -1.44038], [-1.68606, 4.64105, -0.76733], [-2.73236, 3.62395, 0.22473], [0.29133, 3.58999, 0.49103], [-0.82148, 4.55864, 1.45993], [2.63372, -0.35126, 2.59504], [2.78395, -1.56858, 1.85383], [1.52813, -2.06441, 1.57948], [0.51644, -1.20215, 2.17363], [1.29288, -0.15710, 2.85206], [0.80299, 0.72722, 3.96360], [-0.53562, -1.94620, 3.01485], [1.25971, -3.36785, 0.88442], [4.08788, -2.25167, 1.54480], [3.74479, 0.48052, 3.17465], [0.91321, 1.79351, 3.75212], [1.39052, 0.52660, 4.86480], [-0.23889, 0.53129, 4.20702], [-1.40707, -1.35525, 3.30370], [-0.05083, -2.28385, 3.93606], [-0.89353, -2.83912, 2.50555], [1.64840, -3.38097, -0.14080], [0.19035, -3.57893, 0.85511], [1.73286, -4.19447, 1.42036], [4.66323, -1.77486, 0.74437], [3.91452, -3.28330, 1.23912], [4.72011, -2.27608, 2.43442], [3.59651, 1.54967, 2.99005], [4.72240, 0.18596, 2.78663], [3.79011, 0.35830, 4.26127], [4.20955, 2.69691, -2.27291], [4.10020, 2.31026, -0.79880], [4.70387, 0.91217, -0.60872], [4.11973, -0.01118, -1.51107], [4.27481, 0.41887, -2.88757], [3.62463, 1.70664, -3.10638], [2.17027, 1.62918, -3.00593], [1.57052, 1.12235, -1.29541], [2.67517, 2.32483, -0.35636], [2.72910, -0.32245, -1.17679], [5.27170, 2.79799, -2.49917], [3.71447, 3.65994, -2.39830], [4.63451, 2.97622, -0.23962], [4.49942, 0.61861, 0.42061], [5.77916, 0.99961, -0.77112], [3.83180, -0.32332, -3.54934], [5.33661, 0.51548, -3.12445], [1.80217, 0.88937, -3.71923], [1.74186, 2.59329, -3.28426], [2.62420, 2.06222, 0.70382], [2.29017, 3.33855, -0.48053], [2.37752, -1.11115, -1.84628], [2.66467, -0.71219, -0.16324], [-0.25739, -3.35025, -5.77092], [-0.58927, -4.20327, -4.54684], [0.66332, -4.48942, -3.71856], [-1.69385, -3.54815, -3.69295], [-1.20052, -2.44475, -2.88196], [-0.86323, -2.46713, -1.58998], [-0.40400, -1.27991, -1.26250], [-0.47968, -0.53920, -2.39067], [-0.95415, -1.22219, -3.35988], [0.55336, -3.80677, -6.33898], [0.05404, -2.34898, -5.47212], [-1.12219, -3.25772, -6.42895], [-1.00588, -5.15544, -4.88239], [1.20526, -3.56477, -3.50150], [1.33552, -5.13848, -4.27813], [0.42796, -4.98863, -2.77547], [-2.11867, -4.27387, -3.00156], [-2.48717, -3.16570, -4.33302], [-0.94932, -3.31954, -0.94056]], "mulliken_charge": [-0.51, -1.84, 1.47, -1.59, -0.76, 0.16, 0.40, -0.26, 0.29, -0.44, -0.30, 0.53, -0.32, -0.02, -0.30, 0.38, -0.34, -0.91, -0.55, 0.63, 0.14, 0.39, -0.42, 0.23, -0.31, 0.62, -0.31, -0.30, -0.31, -0.88, 0.81, 0.49, 0.51, 0.32, 0.36, 0.42, 0.50, 0.62, 0.43, 0.20, -0.47, 0.77, 1.51, 0.23, 0.06, 2.48, 0.49, -1.71, -1.83, -2.26, -1.62, -1.94, 0.15, 0.57, 0.31, 0.30, 0.43, 0.39, 0.29, 0.05, 0.56, 0.11, 0.40, 0.41, 0.23, 0.44, 0.52, -0.82, 0.21, -0.64, 0.31, -0.92, 0.24, -1.48, 1.77, -1.37, -0.40, 0.35, 0.39, 0.39, 0.13, 0.33, 0.40, 0.33, 0.42, 0.52, 0.13, 0.60, 0.79, -1.20, -1.31, 0.68, -1.32, -1.22, 0.95, -1.11, 1.07, 0.60, -1.45, 0.39, 0.22, 0.38, 0.35, 0.15, 0.48, 0.35, 0.33, 0.45, 0.46], "de_lowest_kj_mol": 0.0, "total_charge": 1, "spin_multiplicity": 7, "total_energy_ev": -113990.066, "orbital_gap_ha": [0.226, 0.240]}